[1]
Density functional theory data (ωB97M-V/def2-TZVPD) for C37H47BrClCsN4NaO7S2 as an isolated structure in a non-equilibrium geometry.

The gap between HOMO and LUMO is 3.72 eV. Its total charge is +1.

Geometry as XYZ:
```
101
Properties=species:S:1:pos:R:3:forces:R:3
C 3.978 1.093 -4.213 0.2 -0.8 0.3
C 3.577 -0.406 -4.431 -0.4 1.5 -0.5
C 2.182 -0.459 -5.074 0.5 -1.1 0.1
C 1.742 -1.912 -5.310 -0.9 0.3 0.2
C 0.449 -1.994 -6.180 -0.1 -0.2 0.5
C -0.729 -1.923 -5.233 0.7 -0.2 -1.1
C -1.425 -0.822 -4.961 -0.3 -0.3 0.5
Br -1.058 0.880 -5.742 -0.5 -0.5 0.3
C -2.572 -0.980 -3.993 0.5 0.3 -0.2
O -3.592 -0.347 -4.069 -0.1 0.3 0.3
C -2.349 -2.012 -2.915 -0.1 -0.2 1.1
C -2.912 -1.774 -1.530 -0.7 0.7 -0.3
C -1.983 -0.913 -0.644 0.5 0.1 -0.7
C -0.504 -1.326 -0.621 0.2 -0.1 0.7
C -0.205 -2.584 0.226 0.0 0.0 -1.2
C 1.200 -2.622 0.831 -0.1 -0.2 1.2
C 1.554 -1.382 1.708 -0.2 0.0 -1.4
C 2.532 -0.466 0.915 -0.5 -0.6 0.3
S 2.168 1.315 1.064 -0.7 0.4 -0.5
C 1.176 1.737 -0.416 0.6 -2.7 -2.6
N 1.528 1.287 -1.587 0.5 0.1 1.2
N 0.611 1.688 -2.507 -0.2 -0.1 -1.1
C -0.289 2.378 -1.927 0.9 -1.0 0.4
O -0.006 2.465 -0.576 -2.1 -3.1 -1.8
C -1.643 -3.106 -3.164 0.3 0.4 -1.1
C -1.094 -3.235 -4.560 -0.3 0.3 0.9
O -0.958 -4.298 -5.102 0.3 -0.2 -0.2
H 3.154 1.771 -4.443 0.1 -0.1 0.0
H 4.844 1.338 -4.830 -0.1 0.2 0.1
H 4.245 1.218 -3.160 0.1 0.3 -0.2
H 3.580 -0.903 -3.458 0.0 -0.3 -0.2
H 4.308 -0.857 -5.106 -0.1 -0.3 0.2
H 1.483 0.033 -4.394 -0.1 0.1 -0.2
H 2.170 0.054 -6.042 0.1 0.2 0.2
H 2.541 -2.542 -5.708 0.0 0.2 -0.2
H 1.464 -2.331 -4.330 0.4 -0.1 -0.1
H 0.424 -2.944 -6.719 -0.1 0.1 0.1
H 0.378 -1.186 -6.906 0.2 -0.1 0.0
H -3.225 -2.710 -1.063 0.3 0.0 0.0
H -3.829 -1.187 -1.675 0.0 -0.2 0.2
H -2.016 0.105 -1.062 -0.1 -0.1 0.1
H -2.351 -0.840 0.384 -0.1 -0.1 -0.1
H -0.088 -1.462 -1.626 -0.2 0.1 0.0
H 0.049 -0.485 -0.186 -0.1 -0.1 0.0
H -0.276 -3.445 -0.452 -0.1 0.0 0.2
H -1.005 -2.719 0.961 0.3 0.1 0.3
H 1.992 -2.793 0.093 -0.3 0.1 -0.2
H 1.234 -3.496 1.493 0.1 0.0 -0.2
H 0.630 -0.822 1.868 0.1 -0.1 0.4
H 1.987 -1.704 2.654 -0.1 0.3 0.0
H 2.548 -0.709 -0.148 0.0 0.2 0.1
H 3.540 -0.603 1.315 0.0 0.4 -0.2
H -1.155 2.795 -2.418 -0.1 0.3 0.6
H -1.452 -3.851 -2.401 -0.1 -0.2 -0.3
N 1.233 2.753 4.398 0.0 0.0 -0.1
C 0.546 3.621 5.211 0.0 0.1 0.1
C 0.636 3.156 6.491 0.3 0.2 -0.1
C 1.414 1.965 6.459 0.2 0.2 -0.2
C 1.768 1.742 5.161 0.1 0.0 0.0
H 1.332 2.837 3.408 0.1 -0.2 0.1
H 0.051 4.489 4.806 -0.1 0.0 0.0
H 0.195 3.617 7.357 -0.1 -0.1 0.0
H 1.679 1.346 7.296 0.0 0.0 0.0
H 2.352 0.957 4.710 0.0 0.0 0.0
N 1.818 -1.479 -9.377 0.0 0.0 -0.1
C 1.719 -0.374 -10.118 0.0 0.0 0.2
C 1.535 -0.381 -11.491 0.0 0.0 0.0
C 1.452 -1.603 -12.136 0.0 0.0 -0.1
C 1.553 -2.763 -11.386 0.0 0.0 0.0
C 1.733 -2.645 -10.017 0.0 0.0 0.2
H 1.793 0.560 -9.571 0.0 0.0 -0.1
H 1.459 0.548 -12.040 0.0 0.0 0.0
H 1.309 -1.652 -13.208 0.0 0.0 0.0
H 1.494 -3.737 -11.851 0.0 0.0 0.0
H 1.814 -3.527 -9.390 0.0 0.0 -0.1
C -5.294 4.458 4.834 0.0 0.0 0.0
C -4.969 4.385 6.183 0.0 0.0 0.0
C -3.781 3.785 6.582 -0.1 0.1 -0.1
C -2.910 3.264 5.635 0.2 0.3 -0.2
C -3.235 3.341 4.289 -0.2 0.2 0.0
C -4.428 3.933 3.886 0.1 0.0 0.0
H -6.222 4.923 4.523 0.0 0.0 0.0
H -5.644 4.797 6.924 0.0 0.0 0.0
H -3.530 3.720 7.633 0.0 0.0 0.0
H -1.983 2.797 5.948 -0.3 0.0 0.0
H -2.556 2.934 3.545 0.0 -0.1 0.0
H -4.682 3.986 2.833 0.0 0.0 0.0
Cs 0.906 4.013 0.796 1.5 6.1 4.1
C -0.267 -1.756 9.411 0.2 -0.3 -0.3
C -0.707 -1.442 10.823 0.2 -0.2 0.2
O 0.042 -0.324 11.211 0.2 -0.3 0.1
S 0.309 0.612 9.893 -0.2 0.1 -1.0
O -0.650 1.646 9.933 0.1 0.1 0.3
O 1.699 0.869 9.810 0.0 0.0 0.2
O -0.095 -0.495 8.790 0.5 -0.1 1.6
H 0.687 -2.290 9.415 -0.1 -0.1 0.1
H -1.004 -2.336 8.856 0.0 0.2 -0.2
H -0.530 -2.272 11.509 0.1 0.1 0.1
H -1.770 -1.156 10.843 0.6 0.4 -0.5
Cl -1.452 0.886 7.048 -0.9 -0.3 -0.5
Na -3.363 -1.715 11.509 -0.9 -0.1 0.2
```
Forces are in eV/Å.



[2]
Density functional theory data (ωB97M-V/def2-TZVPD) for one molecule with the formula C5H9N3 in a non-equilibrium geometry.

The energy relative to the best compared isomer or geometry (same formula, charge and spin) comes out at 5.2632 eV. The SMILES is [H]/N=C1/NN[C@H]2[C@@H](C)[C@@H]12. The gap between HOMO and LUMO is 9.72 eV.

Geometry as XYZ:
```
17
Properties=species:S:1:pos:R:3:forces:R:3
C -1.148 -1.058 -0.913 -2.5 6.6 -3.9
C -1.301 -0.105 0.334 1.0 -1.1 -1.0
C -0.440 1.104 0.550 -2.6 4.8 -1.4
C 1.216 -0.322 0.185 3.2 -2.2 1.7
C 0.077 -0.129 1.177 -0.2 1.8 1.4
H -2.198 -0.892 -1.367 1.4 -0.8 0.4
H -0.512 -0.723 -1.916 -1.0 -0.9 3.2
H -1.086 -1.998 -0.608 0.7 -4.1 0.9
H -2.437 -0.103 0.630 2.8 0.1 0.4
H -1.043 2.091 0.931 1.4 -2.9 0.1
H 0.775 2.595 0.116 0.1 -1.1 -1.5
H 1.899 0.543 -1.373 0.8 -0.4 -3.4
H 1.705 -2.166 0.809 0.5 2.3 -1.8
H 0.354 -0.152 2.335 -0.9 -0.4 -2.7
N 0.472 1.798 -0.521 0.4 -1.4 2.6
N 1.645 0.858 -0.512 -3.2 0.4 3.7
N 2.021 -1.341 0.144 -1.8 -0.8 1.3
```
Forces are in eV/Å.



[3]
Density functional theory data (ωB97M-V/def2-TZVPD) for one molecule with the formula C3H6S2 in a non-equilibrium geometry.

The energy relative to the best compared isomer or geometry (same formula, charge and spin) comes out at 1.9246 eV. The SMILES is C[C@@]1(S)CS1. The gap between HOMO and LUMO is 9.63 eV.

Geometry as XYZ:
```
11
Properties=species:S:1:pos:R:3:forces:R:3
C -0.922 1.098 0.478 -0.2 -2.1 -0.9
C -0.041 -0.336 -0.040 -4.1 4.1 0.1
C 1.331 -0.046 -0.371 3.7 0.2 -1.5
S -1.372 0.308 -1.069 0.3 -0.3 -0.8
S -0.375 -1.808 0.772 -0.7 -2.0 1.0
H -1.787 0.861 1.158 1.6 0.7 -0.1
H -0.515 2.124 0.297 -0.2 -1.1 0.7
H 1.511 0.562 -1.349 -0.6 -1.1 1.7
H 1.885 -1.040 -0.482 -0.5 1.4 0.0
H 1.809 0.523 0.457 -0.1 -0.5 -0.6
H -1.522 -2.245 0.149 0.8 0.6 0.2
```
Forces are in eV/Å.



[4]
Density functional theory data (ωB97M-V/def2-TZVPD) for one molecule with the formula C2H5N3O2S in a non-equilibrium geometry.

The energy relative to the best compared isomer or geometry (same formula, charge and spin) comes out at 0.3991 eV. The SMILES is NC(=O)N(O)C(N)=S. The gap between HOMO and LUMO is 9.76 eV.

Geometry as XYZ:
```
13
Properties=species:S:1:pos:R:3:forces:R:3
C -0.148 -1.131 0.069 -0.1 -0.4 -0.5
C 0.296 1.293 0.385 0.3 0.6 0.6
H -0.790 -1.634 -1.848 0.3 -0.7 1.3
H -0.625 -2.957 -0.635 0.0 0.1 -0.2
H -0.304 1.385 -1.799 0.1 0.1 0.2
H 0.595 0.133 2.015 0.1 -0.5 0.4
H 0.922 1.871 2.211 -0.1 -0.1 -0.1
N -0.539 -1.992 -0.905 -0.2 0.9 -0.8
N -0.071 0.200 -0.358 0.0 0.0 0.0
N 0.633 1.072 1.671 -0.2 0.6 -1.1
O 0.132 -1.472 1.208 -0.1 0.1 -0.1
O -0.420 0.409 -1.686 0.0 -0.1 0.0
S 0.318 2.822 -0.329 0.0 -0.5 0.1
```
Forces are in eV/Å.



[5]
Density functional theory data (ωB97M-V/def2-TZVPD) for an isolated ion of composition C4H10N and charge +1 in a non-equilibrium geometry.

The energy relative to the best compared isomer or geometry (same formula, charge and spin) comes out at 2.3668 eV. The SMILES is C=[N+](C)CC. The gap between HOMO and LUMO is 11.34 eV. Its total charge is +1.

Geometry as XYZ:
```
15
Properties=species:S:1:pos:R:3:forces:R:3
C -1.435 -1.300 -0.136 2.7 3.1 2.4
C 1.571 -0.094 -0.457 2.6 0.4 2.8
C -1.003 1.151 -0.100 -1.3 -0.9 -4.1
C 0.624 -0.194 0.795 -0.2 -0.9 -0.2
N -0.711 -0.238 0.267 -3.1 -1.4 -3.3
H -0.994 -2.194 0.252 -0.1 -0.8 -0.2
H -2.405 -1.295 -0.639 0.5 0.6 0.0
H 1.026 -0.198 -1.373 -0.3 0.2 -0.4
H 2.146 0.921 -0.356 -0.9 -2.1 -0.7
H 2.298 -0.976 -0.373 -0.8 1.5 -0.3
H -1.341 1.582 0.738 -0.7 2.0 3.3
H -1.906 1.168 -0.748 0.8 0.0 0.0
H -0.160 1.712 -0.590 -0.8 -1.0 0.7
H 0.555 0.554 1.561 0.7 1.4 -0.3
H 0.674 -0.988 1.478 1.0 -2.1 0.2
```
Forces are in eV/Å.